Entry from the Open Molecules 2025 dataset: C44H35IN5O7S4Tl as an isolated structure (ωB97M-V/def2-TZVPD).

Values from the calculation:
- net charge = -2
- gap between HOMO and LUMO (eV) = 6.50
- strongest force on any atom (eV/Å) = 1.41

XYZ file:
```
97
Properties=species:S:1:pos:R:3:forces:R:3
Tl 0.378475 -0.442119 -0.968335 0.3 -0.6 0.2
C 3.659975 1.458181 2.197365 -0.2 0.1 -0.1
C 2.464975 0.778381 1.569465 0.7 0.4 -0.5
N 2.200475 0.930081 0.321365 -0.8 -1.1 0.0
N 2.845475 1.838981 -0.417635 0.6 1.1 0.3
C 2.924475 1.654881 -1.687735 0.1 -0.2 0.4
S 2.488475 0.270281 -2.576135 -0.7 -0.4 0.3
S 3.647375 3.027781 -2.576435 0.3 0.1 0.0
C 5.207875 3.207981 -1.597035 -0.7 0.0 -0.3
C 6.261575 2.325681 -2.170435 0.2 0.1 0.0
C 7.274575 2.852081 -2.963035 -0.1 0.0 0.1
C 8.216675 2.021081 -3.540635 0.1 0.0 -0.1
C 8.152975 0.654081 -3.339935 0.2 0.0 -0.1
C 7.137775 0.120781 -2.565135 0.0 -0.1 0.0
C 6.201475 0.949281 -1.978035 0.0 0.0 0.0
C 1.718375 -0.177919 2.359465 -0.4 -0.6 -0.2
C 1.456075 0.079281 3.704065 0.0 0.0 0.1
C 0.882275 -0.867019 4.524965 0.0 0.2 0.3
C 0.574075 -2.121119 4.002665 0.0 -0.1 0.0
C 0.786975 -2.394519 2.676465 0.0 0.0 -0.1
C 1.319075 -1.430519 1.783465 0.2 0.2 0.8
O 1.511975 -1.737219 0.553265 -0.2 0.1 -1.1
H 3.661775 2.523381 1.971665 0.0 0.1 -0.1
H 3.680575 1.300081 3.271665 0.0 0.0 0.0
H 4.566375 1.029081 1.767165 0.1 0.0 0.0
H 5.479275 4.259981 -1.661235 0.1 0.0 0.1
H 4.927475 2.941081 -0.579735 0.1 0.1 0.0
H 7.312275 3.919181 -3.135135 0.0 0.1 0.0
H 8.994175 2.441681 -4.161535 0.1 0.0 -0.1
H 8.891475 0.005081 -3.787935 0.0 -0.1 -0.1
H 7.064375 -0.946919 -2.430135 0.0 -0.1 0.1
H 5.397975 0.527681 -1.393635 -0.1 -0.1 0.1
H 1.675475 1.062581 4.103765 0.1 0.0 0.0
H 0.677675 -0.633919 5.562165 0.0 0.0 0.0
H 0.142175 -2.877219 4.647665 0.0 0.0 0.0
H 0.521975 -3.352519 2.252665 -0.1 -0.1 -0.1
C 1.367775 -4.774419 -2.222435 0.0 0.1 0.1
C -0.060425 -4.459719 -2.533435 0.2 0.1 0.0
N -0.876325 -5.452119 -2.772235 0.2 -0.2 0.0
C -2.152625 -5.177919 -3.056435 -0.5 0.1 0.0
C -2.685025 -3.909219 -3.074035 0.0 -0.1 0.0
C -4.145625 -3.737919 -3.406835 0.0 -0.1 0.4
O -4.358125 -3.141419 -4.681835 0.0 0.3 -0.3
C -1.835725 -2.812419 -2.799335 0.8 -0.5 0.2
C -2.398725 -1.495119 -2.635935 0.1 0.9 -0.6
N -1.724725 -0.408619 -2.430835 0.7 -0.7 0.1
C -2.356425 0.800881 -2.218335 -0.7 0.5 0.0
C -3.459825 0.953081 -1.372135 0.2 -0.2 -0.2
C -3.937925 2.212181 -1.062535 -0.1 0.1 -0.3
C -3.327525 3.340381 -1.587935 -0.1 0.1 0.1
C -2.262525 3.212781 -2.465335 0.0 0.0 -0.1
C -1.812025 1.952281 -2.783735 0.3 -0.1 -0.6
I -0.323125 1.693481 -4.253335 -0.3 0.3 0.1
C -0.452525 -3.074219 -2.556735 -1.1 -0.5 -0.3
O 0.451675 -2.189919 -2.403735 0.6 0.6 0.3
H 1.487775 -5.847119 -2.085335 0.0 0.0 0.0
H 1.666975 -4.233719 -1.325335 0.1 0.0 0.1
H 2.011075 -4.430219 -3.033135 0.1 0.0 0.0
H -2.773425 -6.046019 -3.242535 -0.2 0.0 -0.1
H -4.655525 -3.156019 -2.626935 0.1 -0.1 0.0
H -4.613825 -4.725619 -3.463035 0.0 0.1 0.0
H -3.859425 -2.314919 -4.695335 -0.1 -0.1 -0.1
H -3.455425 -1.375819 -2.892735 0.0 0.0 0.2
H -3.893425 0.071981 -0.921935 0.0 -0.1 0.0
H -4.768225 2.313381 -0.379335 0.0 0.0 0.0
H -3.675125 4.323181 -1.308735 -0.1 0.1 0.1
H -1.773225 4.077881 -2.890135 -0.1 0.1 0.0
O -4.360125 2.194881 3.777865 0.3 -0.1 -0.1
S -3.924925 2.825881 2.556465 -0.1 0.4 0.5
O -4.982125 3.417981 1.768665 0.2 0.0 -0.2
N -2.959025 1.867081 1.635865 -0.9 0.0 0.6
C -1.792925 2.410381 1.470065 0.5 -0.4 -0.7
S -0.529025 1.915081 0.475665 0.3 -0.2 -0.2
C -1.544525 3.658181 2.232365 0.0 0.7 0.4
C -0.366425 4.384681 2.328365 -0.2 -0.1 0.0
C -0.359325 5.519981 3.122265 0.1 0.1 0.0
C -1.501625 5.934681 3.796365 -0.2 0.0 0.0
C -2.681525 5.204281 3.698165 -0.2 0.1 0.1
C -2.671725 4.072181 2.920565 0.1 -0.8 -0.5
H 0.509675 4.053981 1.791465 0.1 0.0 0.0
H 0.555675 6.090481 3.216665 0.0 0.1 0.0
H -1.471525 6.832281 4.399565 0.0 0.0 0.0
H -3.583825 5.500681 4.212365 0.0 0.1 0.1
O -3.246525 -2.097119 -0.687735 -0.5 -0.2 0.1
C -2.452725 -2.058319 0.265665 -0.7 -0.4 0.5
O -1.311725 -1.559419 0.320665 0.9 0.5 -0.2
C -2.917125 -2.714619 1.550765 0.2 0.2 -0.1
C -2.671025 -2.082919 2.758865 0.0 0.0 0.0
C -3.068325 -2.681519 3.939365 0.0 0.1 0.2
C -3.685225 -3.921219 3.917965 0.0 -0.1 0.2
C -3.922425 -4.555619 2.709265 -0.1 -0.1 0.0
C -3.553825 -3.945919 1.522965 0.0 0.1 0.0
H -2.172925 -1.126319 2.752265 0.1 0.1 0.0
H -2.883325 -2.183519 4.880065 0.0 0.1 0.1
H -3.972125 -4.399819 4.846665 0.0 0.0 0.0
H -4.391225 -5.530219 2.695665 -0.1 -0.1 0.0
H -3.741125 -4.412819 0.567065 0.0 -0.1 -0.1
```
Positions in Å, forces in eV/Å.